Record 1
This record from the Open Molecules 2025 dataset describes CN2O4S in the gas phase at a distorted geometry. The level of theory is ωB97M-V/def2-TZVPD.

Bonds (Å) are listed after each position.
Positions of all 8 atoms, in Å:
1 N -2.40382 1.17920 0.80712  C2 1.107
2 C -1.58326 0.52237 0.45839  N1 1.107, S3 1.889
3 S -0.27702 -0.60652 -0.30814  C2 1.889, O4 1.399, O5 1.769, N6 1.959
4 O -0.61081 -0.67420 -1.66529  S3 1.399
5 O -0.13016 -1.99013 0.78491  S3 1.769
6 N 1.40754 0.36220 -0.06386  S3 1.959, O7 1.169, O8 1.207
7 O 1.92643 0.07771 0.94435  N6 1.169
8 O 1.67110 1.12937 -0.95748  N6 1.207

- HOMO-LUMO gap (eV) = 9.838
- energy relative to the best compared isomer or geometry (same formula, charge and spin) (kcal per mole) = 101.80
- molecular weight (Da) = 136.09

---

Record 2
This record from the Open Molecules 2025 dataset describes a gas-phase ion, CN4O2S2 (charge -2) at a distorted geometry. The level of theory is ωB97M-V/def2-TZVPD.

Bonds (Å) are listed after each position.
Positions of all 9 atoms, in Å:
1 C 0.51172 -0.37404 -0.39392  N2 1.331, N5 1.371, S8 1.791
2 N 0.26077 0.79937 -0.97059  C1 1.331, N3 1.310
3 N 1.09989 0.98139 -1.96060  N2 1.310, N4 1.297
4 N 1.88945 -0.04810 -1.95339  N3 1.297, N5 1.303
5 N 1.62287 -0.89874 -1.00264  C1 1.371, N4 1.303
6 O -3.00680 1.35845 1.85839  S9 1.454
7 O -3.11934 -0.88448 2.46809  S9 1.411
8 S -0.58684 -0.95198 0.89749  C1 1.791, S9 2.459
9 S -2.23921 0.20630 2.30288  O6 1.454, O7 1.411, S8 2.459

- HOMO-LUMO gap (eV) = 5.832
- energy relative to the best compared isomer or geometry (same formula, charge and spin) (kcal per mole) = 17.85
- total charge = -2
- molecular weight (Da) = 164.17

---

Record 3
This record from the Open Molecules 2025 dataset describes a gas-phase ion, CNO2S2 (charge -1) at a distorted geometry. The level of theory is ωB97M-V/def2-TZVPD.

Bonds (Å) are listed after each position.
Positions of all 6 atoms, in Å:
1 O -1.35191 1.21133 -0.07294  C2 1.133
2 C -1.17021 0.09403 -0.11234  O1 1.133, O3 1.194, N4 1.805
3 O -1.65345 -0.97511 -0.33240  C2 1.194
4 N 0.50443 -0.02539 0.54984  C2 1.805, S5 1.713, S6 1.813
5 S 1.71729 -1.14158 0.08271  N4 1.713, S6 2.002
6 S 1.95386 0.83673 -0.11487  N4 1.813, S5 2.002

- HOMO-LUMO gap (eV) = 7.049
- energy relative to the best compared isomer or geometry (same formula, charge and spin) (kcal per mole) = 47.81
- total charge = -1
- molecular weight (Da) = 122.15

---

Record 4
This record from the Open Molecules 2025 dataset describes 2 unconnected molecules or ions with the total composition CNO4S at a distorted geometry. The level of theory is ωB97M-V/def2-TZVPD.

Bonds (Å) are listed after each position.
Positions of all 7 atoms, in Å:
1 C -0.90574 1.51621 1.42360  O3 1.155, O4 1.160
2 N 0.75559 -1.33239 -1.33787  O5 1.199, O6 1.192, S7 2.064
3 O -1.22126 2.05534 0.45191  C1 1.155
4 O -0.78854 1.24406 2.54512  C1 1.160
5 O 0.51217 -0.61852 -2.26953  N2 1.199
6 O 1.26311 -2.41002 -1.30633  N2 1.192
7 S 0.38465 -0.45467 0.49312  N2 2.064

- HOMO-LUMO gap (eV) = 7.590
- energy relative to the best compared isomer or geometry (same formula, charge and spin) (kcal per mole) = 52.12
- total charge = -1
- molecular weight (Da) = 122.08

---

Q: The lowest energy relative to the best compared isomer or geometry (same formula, charge and spin) belongs to which entry?
A: CN4O2S2

---

Q: Which value of energy relative to the best compared isomer or geometry (same formula, charge and spin) does entry 3 give?
A: 47.81 kcal per mole

---

Q: The lowest molecular weight belongs to which entry?
A: CNO4S

---

Q: Which of these has the highest HOMO-LUMO gap?
A: CN2O4S